A gas-phase ion, C14H18N3O5S (charge -1). Source: the OMol25 dataset; level of theory: ωB97M-V/def2-TZVPD.

Summary:
HOMO energy = -0.1046 hartree
LUMO energy = 2.109 eV
Net charge = -1

Positions of all 41 atoms, in Å:
1 C 5.40 -2.77 0.84
2 O 4.15 -2.06 0.88
3 C 3.09 -2.86 0.86
4 N 1.93 -2.03 0.99
5 N 0.85 -2.75 1.04
6 C -0.30 -2.13 0.94
7 C -1.43 -3.09 1.14
8 C -0.48 -0.69 0.63
9 C -1.56 -0.02 1.46
10 O -2.62 -0.56 1.76
11 N -1.35 1.29 1.77
12 C -2.45 2.09 2.23
13 C -0.04 1.86 2.08
14 O 3.11 -4.11 0.74
15 H 6.16 -2.00 0.88
16 H 5.50 -3.44 1.70
17 H 5.50 -3.35 -0.07
18 H -2.35 -2.59 1.51
19 H -1.70 -3.77 0.30
20 H -1.09 -3.75 1.96
21 H 0.50 -0.23 0.65
22 H -3.38 1.58 2.03
23 H -2.36 2.25 3.30
24 H -2.44 3.06 1.73
25 H 0.71 1.08 2.28
26 H 0.34 2.52 1.28
27 H -0.14 2.44 3.01
28 C -1.18 3.45 -3.65
29 C -1.96 2.37 -4.05
30 C -1.83 1.12 -3.41
31 C -0.90 1.02 -2.34
32 S -0.75 -0.54 -1.35
33 O 0.73 -1.00 -1.27
34 O -2.15 -0.95 -0.89
35 C -0.05 2.05 -2.02
36 C -0.20 3.30 -2.63
37 H -1.33 4.43 -4.10
38 H -2.71 2.49 -4.87
39 H -2.40 0.26 -3.73
40 H 0.76 1.89 -1.29
41 H 0.41 4.14 -2.31


A molecular structure, C14H17IN2O2S. Source: the OMol25 dataset; level of theory: ωB97M-V/def2-TZVPD.

Summary:
HOMO energy = -0.3166 hartree
LUMO energy = -0.281 eV
Net charge = 0

Positions of all 37 atoms, in Å:
1 C -0.65 1.64 3.44
2 C -0.22 0.67 2.33
3 O 0.95 0.63 2.02
4 O -1.19 -0.08 1.73
5 C -0.93 -1.50 1.73
6 C -1.49 -2.12 0.44
7 C -0.42 -2.47 -0.66
8 C 0.68 -1.41 -0.76
9 C 1.92 -1.70 -0.06
10 C 3.00 -0.88 -0.01
11 C 2.92 0.35 -0.74
12 N 3.90 1.25 -0.82
13 S 3.26 2.40 -1.79
14 N 1.81 1.79 -2.14
15 C 1.70 0.62 -1.47
16 C 0.55 -0.24 -1.48
17 C -0.75 0.01 -2.23
18 C -1.44 1.40 -2.06
19 C -1.30 2.07 -0.67
20 I -0.95 2.81 -3.66
21 H 0.22 1.86 4.08
22 H -1.00 2.60 3.02
23 H -1.47 1.22 4.05
24 H 0.11 -1.75 1.95
25 H -1.53 -1.91 2.57
26 H -2.22 -1.43 -0.02
27 H -2.05 -3.04 0.67
28 H -0.86 -2.64 -1.65
29 H 0.04 -3.42 -0.34
30 H 2.00 -2.64 0.51
31 H 3.89 -1.19 0.55
32 H -1.52 -0.76 -2.02
33 H -0.53 -0.11 -3.31
34 H -2.52 1.22 -2.22
35 H -0.53 1.63 -0.02
36 H -1.13 3.15 -0.78
37 H -2.27 1.97 -0.15


A molecular structure, C7H10O2. Source: the OMol25 dataset; level of theory: ωB97M-V/def2-TZVPD.

Summary:
HOMO energy = -0.2834 hartree
LUMO energy = 0.705 eV
Net charge = 0

Positions of all 19 atoms, in Å:
1 C 0.38 0.14 -1.11
2 C -0.20 0.51 0.68
3 C 0.12 -1.26 -1.58
4 C -0.43 -0.73 1.52
5 C -1.40 1.12 -0.15
6 C 1.33 0.46 -0.23
7 C 2.47 0.91 0.27
8 O -2.37 0.21 -0.42
9 O -1.58 2.31 -0.29
10 H -3.10 0.70 -0.82
11 H 0.16 1.35 1.26
12 H 0.74 -1.38 -2.48
13 H -0.91 -1.37 -1.89
14 H 0.39 -2.07 -0.89
15 H 0.50 -1.08 1.96
16 H -1.13 -0.48 2.32
17 H -0.88 -1.53 0.94
18 H 2.59 1.15 1.31
19 H 3.31 1.06 -0.40


C4H6N2O in the gas phase. Source: the OMol25 dataset; level of theory: ωB97M-V/def2-TZVPD.

Summary:
HOMO energy = -0.2799 hartree
LUMO energy = 0.944 eV
Net charge = 0

Positions of all 13 atoms, in Å:
1 N -1.85 0.51 0.01
2 C -0.45 0.28 0.00
3 C 0.03 -0.99 -0.01
4 O -0.77 -2.08 -0.08
5 N 1.39 -1.00 0.00
6 C 1.82 0.43 -0.08
7 C 0.66 1.16 -0.04
8 H -2.11 1.12 -0.75
9 H -2.12 0.96 0.88
10 H -1.67 -1.68 -0.09
11 H 1.76 -1.97 -0.06
12 H 2.74 1.00 0.22
13 H 0.58 2.24 -0.01


Which value of HOMO energy does entry 3 give?
-0.2834 hartree


Number 4 is which compound?
C4H6N2O


Copy entry 3 word for word.
A molecular structure, C7H10O2. Source: the OMol25 dataset; level of theory: ωB97M-V/def2-TZVPD.

Summary:
HOMO energy = -0.2834 hartree
LUMO energy = 0.705 eV
Net charge = 0

Positions of all 19 atoms, in Å:
1 C 0.38 0.14 -1.11
2 C -0.20 0.51 0.68
3 C 0.12 -1.26 -1.58
4 C -0.43 -0.73 1.52
5 C -1.40 1.12 -0.15
6 C 1.33 0.46 -0.23
7 C 2.47 0.91 0.27
8 O -2.37 0.21 -0.42
9 O -1.58 2.31 -0.29
10 H -3.10 0.70 -0.82
11 H 0.16 1.35 1.26
12 H 0.74 -1.38 -2.48
13 H -0.91 -1.37 -1.89
14 H 0.39 -2.07 -0.89
15 H 0.50 -1.08 1.96
16 H -1.13 -0.48 2.32
17 H -0.88 -1.53 0.94
18 H 2.59 1.15 1.31
19 H 3.31 1.06 -0.40


Number 1 is which compound?
C14H18N3O5S